No. 1
A cluster of 2 separate species, C10H16O2S in total in a non-equilibrium geometry, computed with the ωB97M-V functional and the def2-TZVPD basis.

Structure (XYZ):
```
29
Properties=species:S:1:pos:R:3:forces:R:3
C -2.129 -1.300 -0.042 1.297 1.567 -2.338
C -1.156 -1.058 -0.989 0.301 -0.443 0.273
C -2.910 -0.201 0.468 -0.637 0.316 2.042
C 0.337 0.367 1.966 -2.231 -1.123 0.184
C -2.641 1.223 0.006 -2.954 -0.900 -3.095
C -1.959 1.147 -1.348 -3.478 4.523 -3.621
C -0.935 0.218 -1.553 1.173 -2.957 1.439
C 2.064 -1.644 0.640 0.329 -1.995 -0.307
C 3.400 0.410 -0.058 -0.336 1.329 -1.044
C 2.074 -0.360 -0.210 0.534 -0.696 2.647
O -3.700 -0.398 1.382 -0.167 0.064 -0.235
O 1.129 2.187 0.208 0.351 1.366 -0.389
S 0.645 0.831 0.356 0.687 -1.043 0.941
H -2.312 -2.283 0.225 -0.506 -1.575 1.016
H -0.426 -1.831 -1.252 -0.488 -0.037 0.019
H -0.068 1.016 2.809 0.851 -0.199 -1.663
H -0.375 -0.533 1.875 1.446 0.801 0.306
H -3.685 1.707 -0.261 2.056 -0.801 1.226
H -2.087 1.823 0.650 0.713 0.808 1.556
H -2.880 0.942 -2.178 2.295 0.110 1.859
H -1.659 2.202 -1.709 -0.278 -1.449 0.738
H -0.116 0.270 -2.218 0.406 0.607 -0.907
H 1.154 -2.342 0.415 1.406 1.478 0.872
H 2.934 -2.245 0.261 -0.660 0.391 0.038
H 2.337 -1.563 1.741 -0.997 0.338 -1.357
H 3.216 1.030 0.802 0.167 0.864 0.218
H 3.503 1.064 -0.988 0.191 -0.639 1.471
H 4.383 -0.041 0.210 -1.064 -0.685 -0.686
H 1.862 -0.636 -1.207 -0.408 -0.023 -1.200
```
Positions in Å, forces in eV/Å.

Spin multiplicity: 1
Energy relative to the best compared isomer or geometry (same formula, charge and spin) (eV): 4.310
Highest occupied orbital energy (alpha / beta) (eV): -8.06 / -7.73
Electronic energy (hartree): -939.07199
Frontier orbital gap (alpha / beta) (eV): 6.979 / 6.667

Atomic partial charges in e from the natural (NBO) method, atoms 1 to 2: -0.307, -0.203



No. 2
A cluster of 2 separate species, CH2N4O in total in a non-equilibrium geometry, computed with the ωB97M-V functional and the def2-TZVPD basis.

Structure (XYZ):
```
8
Properties=species:S:1:pos:R:3:forces:R:3
N -1.261 -0.005 1.391 0.805 1.012 0.546
N -0.609 0.813 1.815 -0.542 -0.665 -0.319
O 0.074 1.666 2.255 -0.337 -0.306 -0.070
N 1.443 0.866 -0.304 -0.641 -0.776 -0.591
C 0.756 0.084 -0.819 0.632 0.618 0.379
N -0.067 -0.782 -1.437 0.064 -0.028 0.037
H -0.724 -1.244 -0.821 0.076 0.078 -0.070
H 0.388 -1.402 -2.095 -0.056 0.067 0.088
```
Positions in Å, forces in eV/Å.

Spin multiplicity: 1
Energy relative to the best compared isomer or geometry (same formula, charge and spin) (eV): 1.333
Highest occupied orbital energy (eV): -10.45
Electronic energy (hartree): -333.49880
SMILES: N#[N+][O-].N#CN
Frontier orbital gap (eV): 11.113

Atomic partial charges in e from the natural (NBO) method, atoms 1 to 2: -0.136, 0.444



No. 3
A cluster of 2 separate species, C5H18O8P3S in total in a non-equilibrium geometry, computed with the ωB97M-V functional and the def2-TZVPD basis.

Structure (XYZ):
```
35
Properties=species:S:1:pos:R:3:forces:R:3
C 0.319 -1.614 -1.905 -0.182 -0.358 0.509
P -0.881 -0.510 -0.941 3.012 0.777 1.992
O -1.153 -1.196 0.595 0.385 -0.141 -3.051
S -2.819 -0.465 -1.927 -1.703 -0.958 -0.364
C -3.938 -1.812 -1.351 -1.495 -1.019 -0.713
P -3.330 -3.534 -1.736 1.066 -2.628 -0.269
O -1.926 -3.826 -1.257 -2.182 1.182 -0.683
O -3.494 -3.724 -3.405 -0.080 0.826 2.790
O -4.420 -4.620 -1.081 1.727 2.245 -1.388
H 0.312 -2.674 -1.550 -0.226 0.743 -0.555
H 0.151 -1.532 -3.014 0.054 -0.105 1.103
H 1.334 -1.191 -1.669 -1.018 -0.037 -0.143
H -0.919 -2.139 0.482 -0.367 -0.018 0.473
H -2.565 -0.761 -3.257 -0.171 -0.137 0.868
H -4.915 -1.681 -1.901 0.939 0.002 0.518
H -4.184 -1.709 -0.260 0.698 0.176 -0.927
H -2.809 -3.185 -3.831 -0.019 -0.394 -0.126
H -3.855 -5.362 -0.790 -0.281 0.080 0.025
C 3.578 0.680 3.221 0.265 -0.314 0.334
O 3.041 0.648 1.896 -2.658 -0.732 1.747
P 1.626 1.538 1.521 4.103 5.119 -6.197
O 1.875 1.394 0.025 -0.676 -1.375 0.884
O 2.305 2.908 2.125 -1.100 -0.448 0.442
C 3.454 3.462 1.492 0.660 -0.044 0.124
O 0.142 2.344 1.278 -0.851 -2.808 2.310
C 0.162 3.654 0.741 0.391 0.777 0.353
H 3.772 -0.341 3.551 -0.062 0.042 -0.029
H 4.526 1.221 3.198 -0.070 0.054 -0.072
H 2.909 1.167 3.928 0.119 0.050 -0.007
H 3.863 2.811 0.719 -0.152 -0.052 0.022
H 4.221 3.635 2.249 -0.037 0.007 -0.028
H 3.183 4.422 1.049 -0.122 -0.055 0.039
H 0.870 3.737 -0.085 0.054 -0.149 0.067
H 0.402 4.381 1.520 0.027 -0.001 -0.156
H -0.840 3.873 0.370 -0.047 -0.305 0.108
```
Positions in Å, forces in eV/Å.

Spin multiplicity: 1
Highest occupied orbital energy (eV): -12.05
Electronic energy (hartree): -2225.21822
Frontier orbital gap (eV): 7.277
Net charge: +1

Atomic partial charges in e from the natural (NBO) method, atoms 1 to 2: -0.980, 1.086